DFT (ωB97M-V/def2-TZVPD) results for 17 unconnected molecules or ions with the total composition C35H96N8O43S9.

## Properties
- orbital gap (eV) = 10.74
- spin multiplicity = 1
- LUMO energy (hartree) = -0.006
- ΔE to the lowest compared entry with this formula, charge and spin (kcal/mol) = 0.0
- HOMO energy (Ha) = -0.400

Last column: Mulliken charge in e.
Element x y z (Å)
C 10.059 2.156 0.212  -0.725
N 11.397 2.036 -0.513  0.830
O 12.201 2.921 -0.352  -0.485
O 11.526 1.100 -1.346  -0.504
H 9.298 1.714 -0.432  0.305
H 9.730 3.188 0.335  0.308
H 10.015 1.681 1.192  0.272
C 9.543 -5.216 -2.759  -0.682
N 8.260 -5.494 -2.088  0.821
O 7.681 -6.520 -2.424  -0.499
O 7.922 -4.635 -1.279  -0.496
H 10.158 -6.101 -2.920  0.285
H 10.225 -4.566 -2.210  0.300
H 9.252 -4.736 -3.694  0.271
C -3.178 6.774 7.841  -0.639
N -4.387 7.662 7.963  0.790
O -4.514 8.699 7.286  -0.490
O -5.235 7.286 8.794  -0.491
H -2.949 6.351 8.819  0.281
H -2.358 7.411 7.510  0.284
H -3.430 5.985 7.132  0.264
C -5.374 9.453 -0.145  -0.628
N -5.029 8.969 1.200  0.815
O -5.964 8.459 1.877  -0.514
O -3.867 9.008 1.488  -0.498
H -5.083 8.675 -0.852  0.269
H -4.706 10.302 -0.292  0.278
H -6.443 9.648 -0.236  0.277
C -4.048 -6.096 2.794  -0.652
N -3.802 -4.669 3.166  0.841
O -2.731 -4.572 3.751  -0.509
O -4.534 -3.725 2.919  -0.523
H -3.413 -6.738 3.405  0.287
H -3.597 -6.025 1.804  0.295
H -5.115 -6.306 2.872  0.260
C 2.948 4.885 4.058  -0.640
N 3.984 5.266 5.023  0.833
O 5.148 5.408 4.633  -0.515
O 3.666 5.502 6.177  -0.510
H 2.156 4.442 4.661  0.283
H 3.391 4.248 3.292  0.275
H 2.559 5.830 3.678  0.274
C -4.587 -4.119 -6.077  -0.670
N -3.153 -4.604 -6.022  0.782
O -2.872 -5.653 -6.679  -0.494
O -2.339 -3.918 -5.398  -0.477
H -4.545 -3.042 -6.239  0.283
H -4.872 -4.264 -5.035  0.287
H -5.163 -4.694 -6.803  0.289
C -8.491 2.188 -4.238  -0.646
N -8.727 3.607 -3.984  0.837
O -9.499 4.201 -4.791  -0.517
O -8.089 4.071 -3.075  -0.503
H -7.693 2.122 -4.978  0.258
H -9.436 1.911 -4.706  0.289
H -8.268 1.724 -3.278  0.282
O -14.556 2.624 1.977  -0.583
S -14.540 3.127 0.582  1.113
O -14.171 2.259 -0.556  -0.594
O -16.017 3.850 0.377  -0.267
C -16.399 4.345 -0.859  -0.015
C -17.742 4.946 -0.650  -1.311
C -13.482 4.652 0.520  -0.880
H -16.378 3.589 -1.644  0.311
H -15.668 5.094 -1.164  0.228
H -18.514 4.203 -0.451  0.315
H -18.020 5.479 -1.559  0.391
H -17.790 5.627 0.199  0.318
H -12.444 4.318 0.512  0.350
H -13.622 5.315 1.374  0.309
H -13.683 5.169 -0.418  0.316
O -1.458 2.574 -1.534  -0.584
S -1.692 1.388 -0.720  1.082
O -2.480 0.296 -1.291  -0.589
O -0.189 0.931 -0.160  -0.291
C 0.034 -0.484 -0.016  -0.152
C 1.274 -0.747 0.819  -1.216
C -2.510 1.760 0.857  -0.900
H 0.346 -0.855 -0.992  0.243
H -0.868 -1.012 0.295  0.420
H 1.413 -1.820 0.945  0.362
H 1.271 -0.254 1.791  0.324
H 2.164 -0.370 0.313  0.302
H -3.576 1.645 0.662  0.339
H -2.389 2.801 1.156  0.336
H -2.288 1.047 1.651  0.322
O 1.415 1.241 8.953  -0.593
S 1.412 0.114 9.911  1.106
O 2.160 -1.139 9.642  -0.564
O 1.939 0.717 11.357  -0.301
C 1.520 2.071 11.663  -0.131
C 2.503 2.640 12.695  -1.249
C -0.313 -0.164 10.591  -0.942
H 0.550 1.912 12.132  0.248
H 1.395 2.692 10.775  0.391
H 2.244 3.634 13.061  0.362
H 3.445 2.634 12.147  0.313
H 2.700 1.999 13.554  0.315
H -0.897 -0.713 9.853  0.372
H -0.859 0.713 10.939  0.328
H -0.236 -0.832 11.449  0.345
O 3.820 -11.273 5.811  -0.569
S 3.380 -10.425 4.765  1.137
O 3.306 -10.952 3.385  -0.608
O 1.901 -9.827 5.160  -0.288
C 1.805 -9.168 6.386  -0.191
C 0.503 -9.648 7.088  -1.258
C 4.433 -8.914 4.796  -0.908
H 1.585 -8.107 6.264  0.265
H 2.707 -9.289 6.986  0.397
H -0.424 -9.276 6.652  0.292
H 0.487 -9.218 8.090  0.378
H 0.522 -10.734 7.181  0.333
H 3.896 -8.057 4.389  0.336
H 5.348 -9.086 4.229  0.359
H 4.696 -8.644 5.818  0.324
O -3.616 -11.573 -1.754  -0.599
S -3.660 -10.529 -2.775  1.124
O -4.892 -9.704 -2.933  -0.589
O -2.330 -9.531 -2.521  -0.293
C -1.056 -10.116 -2.162  0.009
C -0.027 -9.128 -2.544  -1.298
C -3.241 -11.237 -4.373  -0.918
H -0.878 -11.006 -2.764  0.280
H -0.975 -10.270 -1.086  0.236
H -0.168 -8.254 -1.909  0.314
H 0.018 -8.820 -3.589  0.329
H 0.961 -9.490 -2.261  0.384
H -2.955 -10.480 -5.103  0.348
H -4.078 -11.842 -4.722  0.348
H -2.337 -11.846 -4.350  0.324
O -3.719 5.704 -10.366  -0.608
S -4.288 5.200 -9.085  1.108
O -5.626 4.603 -9.044  -0.601
O -3.217 4.151 -8.445  -0.225
C -3.132 2.907 -9.073  -0.272
C -1.891 2.199 -8.503  -1.192
C -4.212 6.526 -7.767  -0.869
H -3.040 3.077 -10.145  0.370
H -4.017 2.283 -8.952  0.313
H -1.813 1.263 -9.057  0.364
H -1.983 2.062 -7.425  0.311
H -0.984 2.801 -8.554  0.318
H -4.508 5.983 -6.868  0.309
H -4.863 7.335 -8.095  0.359
H -3.178 6.842 -7.626  0.314
O 5.115 6.566 -3.424  -0.583
S 3.994 7.425 -3.162  1.164
O 3.325 7.487 -1.855  -0.587
O 4.304 8.925 -3.733  -0.315
C 3.406 9.939 -3.443  -0.101
C 3.862 10.525 -2.162  -1.173
C 2.783 6.968 -4.466  -0.952
H 2.356 9.646 -3.451  0.214
H 3.591 10.716 -4.184  0.306
H 4.934 10.695 -2.061  0.305
H 3.574 9.877 -1.334  0.326
H 3.558 11.568 -2.068  0.371
H 3.343 7.084 -5.394  0.326
H 1.834 7.503 -4.503  0.331
H 2.636 5.901 -4.300  0.367
O 2.916 -3.333 -10.202  -0.599
S 3.599 -2.073 -10.478  1.124
O 2.891 -1.043 -11.263  -0.610
O 3.964 -1.308 -9.084  -0.286
C 4.185 -2.107 -7.934  -0.116
C 4.455 -1.248 -6.775  -1.227
C 5.334 -2.330 -11.077  -0.876
H 4.964 -2.860 -8.050  0.290
H 3.261 -2.668 -7.790  0.316
H 4.760 -1.961 -6.009  0.376
H 3.573 -0.741 -6.385  0.293
H 5.270 -0.537 -6.909  0.324
H 5.956 -1.444 -10.950  0.308
H 5.262 -2.640 -12.120  0.364
H 5.698 -3.168 -10.482  0.318
O 12.418 -3.879 3.231  -0.578
S 12.258 -2.830 4.270  1.128
O 12.775 -1.471 4.164  -0.599
O 10.641 -2.681 4.637  -0.307
C 10.281 -1.740 5.611  -0.094
C 8.733 -1.571 5.508  -1.269
C 12.692 -3.541 5.904  -0.941
H 10.598 -0.737 5.324  0.284
H 10.518 -1.957 6.653  0.329
H 8.589 -1.427 4.437  0.321
H 8.327 -0.719 6.052  0.363
H 8.252 -2.506 5.795  0.326
H 12.816 -2.716 6.605  0.331
H 13.630 -4.074 5.749  0.384
H 11.878 -4.210 6.183  0.323